1.
Formula: C14H22I2NO4P2PrS
Source: OMol25
Level of theory: ωB97M-V with the def2-TZVPD basis set

```
47
Properties=species:S:1:pos:R:3:mulliken_spin:R:1
I 0.213 -0.602 -6.819 0.000
I -0.367 1.899 -6.155 0.000
Pr -0.052 -0.256 -1.664 2.067
P -2.540 -0.174 -1.644 -0.026
C -3.364 1.329 -1.251 0.000
C -3.049 -0.704 -3.262 0.000
H -4.127 -0.860 -3.209 0.000
H -4.123 -1.536 -0.599 0.000
H -2.543 -1.641 -3.544 0.000
H -2.538 -2.379 -0.687 0.000
H -3.103 2.125 -1.963 0.000
H -2.810 0.056 -4.018 0.001
C -3.045 -1.423 -0.481 0.003
H -4.432 1.118 -1.305 -0.001
H -2.806 -1.124 0.549 0.000
H -3.102 1.679 -0.243 -0.001
P 2.414 -0.087 -1.636 -0.025
C 3.183 1.444 -1.236 -0.002
C 2.958 -1.321 -0.473 0.002
H 2.475 -1.550 -3.538 0.000
H 4.029 -0.713 -3.198 -0.001
H 2.682 0.154 -4.009 0.000
C 2.945 -0.596 -3.253 -0.001
H 2.484 -2.292 -0.682 0.000
H 4.040 -1.396 -0.591 0.000
H 4.259 1.268 -1.287 -0.002
H 2.903 1.781 -0.230 0.000
H 2.710 -1.029 0.555 0.000
H 2.899 2.229 -1.951 0.000
C -0.100 1.918 -1.119 -0.008
O -0.120 3.048 -0.807 0.009
O 1.142 3.067 2.859 0.000
S 1.634 1.769 3.028 0.000
O 3.018 1.524 2.962 0.000
N 1.096 1.010 1.539 -0.003
C 0.281 -0.018 1.630 -0.001
O -0.160 -0.654 0.628 -0.009
C -0.070 -0.352 3.037 0.000
C -0.929 -1.361 3.469 0.000
C -1.156 -1.504 4.827 0.000
C -0.538 -0.654 5.751 0.000
C 0.323 0.359 5.315 0.000
C 0.547 0.498 3.948 0.000
H -1.407 -2.012 2.732 0.000
H -1.833 -2.292 5.182 0.000
H -0.729 -0.776 6.824 0.000
H 0.812 1.032 6.019 0.000
```

Results
**LUMO energy (alpha / beta)**: -0.307 / -0.303 hartree
**Charge**: +2
**HOMO (alpha / beta)**: -14.16 / -14.17 eV
**Spin multiplicity**: 3
**M**: 757.064 g/mol
**Total energy**: -84219.266 eV
**Kohn-Sham gap (alpha / beta)**: 0.214 / 0.218 hartree

***

2.
Formula: C14H22N2O3
Source: OMol25
Level of theory: ωB97M-V with the def2-TZVPD basis set

```
41
Properties=species:S:1:pos:R:3:lowdin_charge:R:1
C -0.790 0.848 -2.512 -0.054
H -1.379 1.652 -2.079 0.076
H -1.243 0.557 -3.459 0.079
H -0.832 0.000 -1.832 0.061
C 0.656 1.308 -2.738 -0.457
N 1.517 0.261 -3.268 -0.042
H 1.058 -0.184 -4.055 0.115
C 1.979 -0.726 -2.314 -0.153
C 3.200 -0.191 -1.528 -0.337
O 4.395 -0.845 -1.886 -0.022
H 4.308 -1.788 -1.707 0.095
C 3.026 -0.262 0.006 -0.136
O 2.053 0.641 0.479 -0.036
C 0.768 0.262 0.726 -0.280
C 0.289 -1.042 0.820 -0.021
C -1.047 -1.273 1.095 -0.022
C -1.940 -0.227 1.287 -0.260
C -1.452 1.073 1.212 -0.053
C -0.123 1.316 0.936 -0.007
H 0.256 2.324 0.870 0.123
H -2.123 1.909 1.356 0.118
C -3.376 -0.509 1.616 -0.067
H -3.772 -1.308 0.988 0.125
C -3.540 -0.947 3.071 -0.554
O -4.183 -1.913 3.408 0.056
N -2.924 -0.132 3.956 0.174
H -2.319 0.610 3.650 0.091
H -2.949 -0.367 4.934 0.113
H -3.985 0.385 1.466 0.124
H -1.403 -2.290 1.161 0.125
H 0.939 -1.893 0.685 0.106
H 3.970 0.054 0.462 0.137
H 2.825 -1.293 0.316 0.120
H 3.357 0.854 -1.811 0.152
H 2.300 -1.609 -2.874 0.128
H 1.188 -1.040 -1.615 0.100
C 0.692 2.491 -3.704 -0.063
H 0.126 3.327 -3.302 0.074
H 0.262 2.207 -4.662 0.075
H 1.719 2.802 -3.868 0.074
H 1.083 1.622 -1.780 0.124
```

Results
**Relative energy (zero: lowest compared OMol25 entry of this formula, charge and spin)**: 1.657 eV
**LUMO energy**: 0.023 hartree
**Charge**: 0
**SMILES**: CC(C)NC[C@H](O)COc1ccc(CC(N)=O)cc1
**HOMO**: -8.58 eV
**M**: 266.341 g/mol
**Total energy**: -23997.858 eV
**Kohn-Sham gap**: 0.339 hartree

***

3.
Formula: C14H22N2O6S
Source: OMol25
Level of theory: ωB97M-V with the def2-TZVPD basis set

```
45
Properties=species:S:1:pos:R:3:lowdin_charge:R:1
O 1.107 -4.704 1.893 -0.049
C 1.463 -3.410 1.660 -0.172
C 3.047 -2.984 1.332 -0.166
O 3.639 -2.163 2.399 -0.411
S 5.024 -1.316 1.879 1.012
O 5.464 -0.380 3.067 -0.468
O 4.705 -0.249 0.588 -0.316
C 0.383 -2.155 1.632 -0.084
C -1.029 -2.415 0.836 -0.011
C -2.108 -1.144 0.766 -0.050
C -1.771 0.326 1.448 -0.044
C -0.354 0.571 2.258 -0.057
C 0.737 -0.691 2.344 0.007
H 3.690 -3.958 1.236 0.143
H 3.005 -2.325 0.367 0.131
H 3.997 0.426 0.809 0.076
H -1.308 -3.446 0.311 0.105
H -3.121 -1.334 0.211 0.070
H -2.531 1.225 1.366 0.089
H -0.082 1.596 2.789 0.092
H 1.732 -0.455 2.916 0.088
C 2.159 3.122 0.824 -0.314
O 1.399 2.170 0.695 -0.015
N 1.829 4.443 0.611 -0.207
C 2.789 5.513 0.785 -0.064
C 0.480 4.773 0.200 -0.046
H 3.208 2.983 1.133 0.128
H 2.417 6.200 1.551 0.090
H 2.901 6.045 -0.164 0.090
H 3.762 5.123 1.096 0.086
H -0.221 4.420 0.961 0.092
H 0.261 4.265 -0.744 0.096
H 0.369 5.853 0.070 0.089
C -4.846 -1.130 -2.629 -0.330
O -4.474 -0.112 -2.059 -0.004
N -4.019 -2.071 -3.205 -0.209
C -4.540 -3.252 -3.862 -0.068
C -2.586 -1.875 -3.153 -0.044
H -5.916 -1.378 -2.725 0.129
H -4.147 -4.140 -3.357 0.089
H -4.213 -3.249 -4.906 0.089
H -5.632 -3.273 -3.827 0.084
H -2.272 -1.817 -2.107 0.067
H -2.338 -0.931 -3.648 0.096
H -2.064 -2.698 -3.649 0.090
```

Results
**Relative energy (zero: lowest compared OMol25 entry of this formula, charge and spin)**: 11.576 eV
**LUMO energy**: -0.022 hartree
**Charge**: 0
**HOMO**: -8.50 eV
**M**: 346.405 g/mol
**Total energy**: -40963.487 eV
**Kohn-Sham gap**: 0.290 hartree

***

4.
Formula: C14H22N3
Source: OMol25
Level of theory: ωB97M-V with the def2-TZVPD basis set

```
39
Properties=species:S:1:pos:R:3:lowdin_charge:R:1
C -4.036 -1.147 3.102 -0.121
C -3.197 -0.075 3.752 -0.188
C -2.378 1.094 2.905 -0.339
C -0.869 1.373 3.480 -0.317
C 0.034 0.010 3.599 -0.368
N 0.054 -0.856 2.356 -0.186
C -0.399 -2.276 2.651 -0.190
H -4.467 -1.986 3.832 0.033
H -4.219 -1.180 1.930 0.046
H -3.124 -0.057 4.938 0.095
H -2.976 2.119 3.035 0.084
H -2.372 0.879 1.752 0.071
H -1.043 1.716 4.609 0.003
H -0.280 -0.663 4.527 0.082
H 1.164 0.353 3.775 0.083
H -0.461 -0.430 1.555 0.076
H -0.436 -2.907 1.665 0.061
H -1.443 -2.292 3.225 0.066
H 0.380 -2.780 3.397 0.085
N 0.947 -1.731 -0.634 0.023
C 2.199 -1.211 -0.839 -0.129
C 2.411 -1.136 -2.197 -0.140
C 1.244 -1.621 -2.834 -0.147
C 0.356 -1.979 -1.845 -0.142
H 0.526 -1.903 0.269 0.082
H 2.830 -0.942 -0.003 0.110
H 3.309 -0.769 -2.678 0.090
H 1.071 -1.700 -3.900 0.081
H -0.644 -2.389 -1.900 0.102
N 1.498 2.438 -5.494 -0.016
C 2.179 3.373 -4.757 -0.157
C 2.043 3.047 -3.426 -0.108
C 1.258 1.871 -3.358 -0.107
C 0.937 1.516 -4.649 -0.144
H 1.422 2.430 -6.502 0.141
H 2.698 4.188 -5.242 0.097
H 2.465 3.596 -2.594 0.093
H 0.959 1.340 -2.463 0.094
H 0.359 0.688 -5.038 0.100
```

Results
**Relative energy (zero: lowest compared OMol25 entry of this formula, charge and spin)**: 3.083 eV
**LUMO energy**: 0.098 hartree
**Charge**: -1
**HOMO**: -1.65 eV
**M**: 232.351 g/mol
**Total energy**: -19339.159 eV
**Kohn-Sham gap**: 0.158 hartree

***

5.
Formula: C14H22N3O5P
Source: OMol25
Level of theory: ωB97M-V with the def2-TZVPD basis set

```
45
Properties=species:S:1:pos:R:3:lowdin_charge:R:1
O 4.105 -0.311 4.857 0.091
O 2.149 -0.435 0.982 0.059
O -0.067 0.393 -7.327 -0.294
O -2.278 0.427 -6.316 -0.083
O -0.284 1.776 -5.446 -0.111
C 3.164 0.004 4.178 -0.420
C 2.049 0.039 2.112 -0.435
C 2.085 0.799 4.791 -0.086
C 1.899 1.338 6.012 -0.024
C 0.125 1.925 4.747 -0.063
C 0.972 1.189 3.965 -0.155
N 3.094 -0.323 2.870 0.212
N 0.686 1.997 5.977 0.029
N 0.999 0.851 2.599 0.058
C -0.094 1.210 1.719 -0.159
C -1.334 0.341 1.772 -0.185
C -1.216 -1.003 1.037 -0.184
C -1.023 -0.727 -0.489 -0.204
C -1.257 -2.027 -1.292 -0.218
C -0.633 -2.017 -2.666 -0.214
C -1.067 -0.822 -3.584 -0.231
C -0.390 -0.964 -4.952 -0.219
P -0.757 0.420 -6.041 0.305
H -2.326 1.108 -6.991 0.089
H 0.236 2.106 -6.206 0.098
H 2.604 1.251 6.842 0.142
H -0.826 2.397 4.445 0.132
H 3.711 -0.996 2.494 0.165
H 0.345 2.524 6.764 0.153
H 0.247 1.254 0.693 0.117
H -0.434 2.203 1.955 0.115
H -1.531 0.144 2.834 0.110
H -2.150 0.944 1.366 0.117
H -0.406 -1.662 1.406 0.121
H -2.152 -1.494 1.203 0.097
H 0.015 -0.421 -0.669 0.101
H -1.665 0.049 -0.827 0.098
H -2.323 -2.177 -1.403 0.109
H -0.857 -2.865 -0.710 0.115
H 0.444 -1.957 -2.534 0.116
H -0.901 -2.924 -3.131 0.094
H -2.171 -0.806 -3.674 0.121
H -0.776 0.121 -3.103 0.105
H 0.693 -1.005 -4.806 0.110
H -0.706 -1.874 -5.452 0.104
```

Results
**Relative energy (zero: lowest compared OMol25 entry of this formula, charge and spin)**: 1.033 eV
**LUMO energy**: 0.019 hartree
**Charge**: 0
**SMILES**: O=c1[nH]c(=O)n(CCCCCCCCP(=O)(O)O)c2c[nH]cc12
**HOMO**: -8.43 eV
**M**: 343.320 g/mol
**Total energy**: -38874.893 eV
**Kohn-Sham gap**: 0.329 hartree

***

Q: M of number 3 (C14H22N2O6S)?
A: 346.405 g/mol

***

Q: What is the M in the second record?
A: 266.341 g/mol

***

Q: Which formula does entry 2 have?
A: C14H22N2O3

***

Please write out number 3 again, unchanged.
Formula: C14H22N2O6S
Source: OMol25
Level of theory: ωB97M-V with the def2-TZVPD basis set

```
45
Properties=species:S:1:pos:R:3:lowdin_charge:R:1
O 1.107 -4.704 1.893 -0.049
C 1.463 -3.410 1.660 -0.172
C 3.047 -2.984 1.332 -0.166
O 3.639 -2.163 2.399 -0.411
S 5.024 -1.316 1.879 1.012
O 5.464 -0.380 3.067 -0.468
O 4.705 -0.249 0.588 -0.316
C 0.383 -2.155 1.632 -0.084
C -1.029 -2.415 0.836 -0.011
C -2.108 -1.144 0.766 -0.050
C -1.771 0.326 1.448 -0.044
C -0.354 0.571 2.258 -0.057
C 0.737 -0.691 2.344 0.007
H 3.690 -3.958 1.236 0.143
H 3.005 -2.325 0.367 0.131
H 3.997 0.426 0.809 0.076
H -1.308 -3.446 0.311 0.105
H -3.121 -1.334 0.211 0.070
H -2.531 1.225 1.366 0.089
H -0.082 1.596 2.789 0.092
H 1.732 -0.455 2.916 0.088
C 2.159 3.122 0.824 -0.314
O 1.399 2.170 0.695 -0.015
N 1.829 4.443 0.611 -0.207
C 2.789 5.513 0.785 -0.064
C 0.480 4.773 0.200 -0.046
H 3.208 2.983 1.133 0.128
H 2.417 6.200 1.551 0.090
H 2.901 6.045 -0.164 0.090
H 3.762 5.123 1.096 0.086
H -0.221 4.420 0.961 0.092
H 0.261 4.265 -0.744 0.096
H 0.369 5.853 0.070 0.089
C -4.846 -1.130 -2.629 -0.330
O -4.474 -0.112 -2.059 -0.004
N -4.019 -2.071 -3.205 -0.209
C -4.540 -3.252 -3.862 -0.068
C -2.586 -1.875 -3.153 -0.044
H -5.916 -1.378 -2.725 0.129
H -4.147 -4.140 -3.357 0.089
H -4.213 -3.249 -4.906 0.089
H -5.632 -3.273 -3.827 0.084
H -2.272 -1.817 -2.107 0.067
H -2.338 -0.931 -3.648 0.096
H -2.064 -2.698 -3.649 0.090
```

Results
**Relative energy (zero: lowest compared OMol25 entry of this formula, charge and spin)**: 11.576 eV
**LUMO energy**: -0.022 hartree
**Charge**: 0
**HOMO**: -8.50 eV
**M**: 346.405 g/mol
**Total energy**: -40963.487 eV
**Kohn-Sham gap**: 0.290 hartree